## 1
Here is a 2-piece molecular cluster, C9H18NP overall from the OMol25 dataset. Energies are from ωB97M-V/def2-TZVPD.

Values from the calculation:
M	171.22	g/mol
frontier orbital gap (spin up / spin down)	0.267 / 0.261	hartree

Geometry (Å):
C: -3.361 0.642 -0.064
C: -2.978 -0.144 -1.073
C: -2.464 1.263 0.967
C: -1.588 -0.397 -1.462
C: -1.606 0.015 1.373
C: 2.004 0.394 1.319
C: 2.403 -1.435 -0.378
C: 1.876 0.992 -1.056
C: 1.794 -0.068 -0.063
N: -1.220 -2.493 0.423
P: -0.743 -0.985 0.122
H: -4.372 0.664 0.155
H: -3.616 -0.760 -1.656
H: -1.791 2.059 0.573
H: -3.214 1.668 1.669
H: -1.386 -1.127 -2.270
H: -0.991 0.482 -2.010
H: -1.118 0.391 2.284
H: -2.194 -0.832 1.832
H: 1.579 -0.230 1.976
H: 3.153 0.324 1.658
H: 1.688 1.485 1.565
H: 1.900 -2.087 -1.012
H: 2.464 -2.093 0.489
H: 3.430 -1.132 -0.830
H: 1.323 0.778 -2.043
H: 1.656 2.081 -0.762
H: 2.978 1.031 -1.570
H: -0.989 -3.126 -0.325

natural (NBO) atomic charge list, values in e, 2 entries: -0.1669 -0.2135


## 2
Here is a 2-piece molecular cluster, C9H18NP overall from the OMol25 dataset. Energies are from ωB97M-V/def2-TZVPD.

Values from the calculation:
M	171.22	g/mol
frontier orbital gap	0.369	hartree
SMILES	C=CC[C@@H](C)CC.CPC#N

Geometry (Å):
C: -0.690 -1.716 -0.097
C: -0.124 -0.567 -0.405
C: 1.131 -0.438 -1.169
C: 2.226 0.542 -0.590
C: 1.997 2.001 -0.849
C: 2.400 0.287 1.002
C: 2.754 -1.108 1.283
H: -0.087 -2.556 -0.408
H: -1.585 -1.611 0.476
H: -0.538 0.395 -0.083
H: 1.612 -1.383 -1.193
H: 0.952 -0.089 -2.212
H: 3.160 0.194 -1.077
H: 0.916 2.348 -0.635
H: 2.774 2.525 -0.291
H: 2.206 2.216 -1.844
H: 1.546 0.638 1.669
H: 3.252 0.976 1.242
H: 3.301 -1.472 0.392
H: 1.943 -1.959 1.322
H: 3.342 -1.194 2.237
C: -3.560 0.933 0.933
P: -4.997 -0.149 0.432
C: -4.407 -1.062 -0.911
N: -4.127 -1.827 -1.713
H: -2.923 0.368 1.717
H: -3.931 1.880 1.250
H: -2.872 1.178 0.008
H: -5.670 0.650 -0.486

natural (NBO) atomic charge list, values in e, 2 entries: -0.4125 -0.1617


Verdict on stability: 1 comes out at the bottom.


## 1
Here is a 2-piece molecular cluster, CH3F2OPS overall from the OMol25 dataset. Energies are from ωB97M-V/def2-TZVPD.

Values from the calculation:
M	132.07	g/mol
frontier orbital gap	0.364	hartree
SMILES	FP(F)S.C=O

Geometry (Å):
F: -2.366 -3.594 0.849
P: -1.636 -2.326 0.360
F: -0.855 -2.130 1.761
S: -3.095 -0.866 0.842
H: -2.321 -0.234 -0.113
C: 0.586 0.480 0.190
O: -0.289 -0.032 -0.435
H: 1.617 0.641 -0.240
H: 0.483 0.831 1.210

natural (NBO) atomic charge list, values in e, 2 entries: -0.5845 1.3876


## 2
Here is one molecule with the formula CH3F2OPS from the OMol25 dataset. Energies are from ωB97M-V/def2-TZVPD.

Values from the calculation:
M	132.07	g/mol
frontier orbital gap	0.401	hartree
SMILES	COP(F)(F)=S

Geometry (Å):
C: 1.307 -0.286 0.165
O: 0.127 -0.805 -0.447
P: -1.213 0.089 -0.204
F: -0.842 1.059 1.031
F: -1.051 1.343 -1.310
S: -2.871 -0.806 -0.201
H: 1.340 -0.750 1.142
H: 1.123 0.700 0.403
H: 2.080 -0.545 -0.579

natural (NBO) atomic charge list, values in e, 2 entries: -0.2561 -0.7799


Verdict on stability: 1 comes out at the bottom.